1.
Molecular formula: C40H32I2N4O3PTl
Method: DFT, ωB97M-V with the def2-TZVPD basis set

CARTESIAN COORDINATES (ANGSTROEM)
1 H -8.015 -2.761 -1.562
2 C -3.203 1.764 -2.045
3 C -6.966 -2.703 -1.301
4 C -2.069 3.738 -1.321
5 C -6.577 -2.145 -0.097
6 C 2.472 2.803 0.461
7 H 0.270 0.170 6.551
8 C -2.706 0.204 2.430
9 H -0.803 2.156 6.714
10 C 3.157 2.800 -0.874
11 C 1.040 -0.641 4.730
12 H -2.997 1.247 2.460
13 N 0.862 0.842 2.838
14 C -4.668 -3.108 -1.819
15 C -2.066 1.057 -1.685
16 I 4.574 -0.135 -3.741
17 C -2.673 -0.470 1.225
18 C -2.288 -4.388 0.018
19 C 0.339 3.529 -0.522
20 I 4.597 5.928 -3.554
21 C -0.253 -3.366 -0.266
22 H 2.707 3.749 0.980
23 C -5.998 -3.178 -2.171
24 H -3.188 -7.483 0.943
25 C 0.494 0.315 5.496
26 C -0.290 -5.802 0.386
27 H 2.849 1.974 1.065
28 H -2.059 4.802 -1.137
29 H 4.928 2.897 -4.328
30 C 1.780 -4.654 -0.009
31 N -0.987 1.637 -1.197
32 Tl 0.816 -0.164 0.194
33 C 4.131 4.037 -2.685
34 H -0.784 -7.832 0.982
35 H -1.574 -3.473 2.304
36 O 0.015 2.908 3.186
37 P -2.307 -2.614 -0.491
38 O 3.065 0.421 -1.102
39 C 1.123 -3.449 -0.327
40 C 4.085 1.684 -2.781
41 C -3.196 3.136 -1.855
42 H -2.989 0.028 0.320
43 C -0.290 2.588 5.852
44 O 1.848 -1.161 2.576
45 C -2.272 -1.800 1.156
46 H -6.291 -3.602 -3.125
47 H -0.970 3.226 5.289
48 H 0.629 2.606 1.276
49 C 4.434 2.874 -3.366
50 C -0.895 -4.575 0.077
51 H -3.903 -3.476 -2.498
52 H -7.329 -1.764 0.584
53 C -2.534 -6.654 0.684
54 H -2.374 0.069 4.541
55 H -1.640 -2.282 4.447
56 C -3.125 -5.424 0.329
57 H 2.863 -4.680 -0.066
58 N 0.189 1.539 4.992
59 C -5.238 -2.078 0.247
60 H 0.167 4.514 -0.051
61 H 1.668 -6.713 0.561
62 H -4.965 -1.638 1.196
63 C -2.346 -0.452 3.594
64 H 0.537 3.212 6.207
65 H -2.014 -0.021 -1.789
66 H 1.277 -1.621 5.111
67 C -1.895 -2.443 2.329
68 C 1.117 -5.804 0.345
69 C -1.937 -1.773 3.538
70 H 1.740 -2.616 -0.651
71 H -4.205 -5.332 0.311
72 H 0.956 3.691 -1.420
73 C 3.521 4.000 -1.444
74 C 0.347 1.793 3.592
75 N 1.033 2.596 0.338
76 C 3.392 1.549 -1.544
77 C -4.252 -2.590 -0.591
78 C -1.175 -6.855 0.710
79 C -0.963 2.948 -1.010
80 H -4.064 1.248 -2.440
81 H -4.061 3.726 -2.125
82 C 1.276 -0.357 3.318
83 H 3.306 4.925 -0.922

Atomic forces in eV per Å
H -0.06 0.01 -0.03
C 0.01 -0.03 0.02
C -0.27 0.03 -0.04
C -0.02 -0.05 0.06
C -0.32 0.06 0.04
C 0.07 0.07 -0.03
H 0.06 0.02 -0.10
C -0.04 0.24 0.09
H 0.00 0.00 -0.04
C -0.02 -0.06 0.26
C -0.13 -0.09 0.16
H -0.02 0.05 0.01
N 0.19 -0.15 -0.51
C 0.02 -0.09 0.09
C -0.29 0.00 -0.32
I -0.07 0.30 0.06
C -0.02 -0.11 -0.06
C 0.16 -0.07 -0.14
C 0.18 -0.02 -0.01
I -0.06 -0.41 0.16
C 0.69 -0.13 0.30
H 0.01 -0.09 -0.02
C -0.17 -0.13 -0.22
H 0.03 -0.01 0.00
C 0.30 -0.33 0.07
C -0.19 0.29 0.00
H 0.03 0.07 0.08
H 0.12 0.13 0.02
H 0.01 -0.01 0.01
C 0.26 -0.33 -0.05
N 0.31 -0.04 0.01
Tl -0.02 -0.16 -0.14
C 0.23 0.76 -0.35
H 0.02 0.00 0.02
H 0.07 -0.09 -0.04
O -0.25 0.57 -0.16
P -0.67 0.23 -0.09
O -0.31 -0.24 0.58
C -0.24 0.09 -0.10
C 0.17 -0.56 -0.40
C 0.02 -0.04 -0.03
H -0.02 0.06 0.03
C -0.02 0.30 -0.05
O 0.03 -0.25 0.11
C 0.04 0.09 -0.19
H -0.02 -0.04 -0.06
H 0.03 -0.07 0.07
H -0.06 -0.01 -0.08
C 0.09 0.16 -0.17
C 0.07 -0.11 -0.21
H 0.00 0.00 -0.07
H -0.05 0.05 0.05
C -0.01 -0.43 0.09
H 0.04 0.05 0.06
H 0.02 -0.03 0.01
C -0.13 0.37 -0.12
H 0.08 0.00 0.02
N -0.24 0.05 -0.44
C 0.18 -0.12 0.14
H -0.01 -0.10 -0.11
H 0.05 -0.02 0.06
H 0.05 0.00 0.11
C -0.03 0.11 0.18
H -0.07 0.03 0.04
H -0.07 -0.15 -0.05
H 0.00 -0.04 0.06
C -0.01 0.02 -0.04
C 0.24 -0.22 0.00
C -0.01 -0.04 0.20
H 0.05 0.01 0.10
H -0.03 0.07 -0.02
H -0.12 0.07 0.21
C 0.00 0.10 -0.07
C -0.04 -0.05 0.99
N -0.07 0.16 0.07
C 0.21 0.20 -0.17
C 0.18 0.11 -0.10
C -0.05 -0.27 0.07
C -0.24 0.26 -0.04
H -0.09 -0.06 -0.04
H -0.04 0.06 0.05
C 0.26 0.02 0.12
H 0.00 -0.03 0.05

## Properties
Charge: -2
Orbital gap: 0.178 Eh
Highest occupied orbital energy: -0.0500 hartree
2S+1: 1
Max |F|: 0.019 hartree/bohr

2.
Molecular formula: C13H13MgN4O2
Method: DFT, ωB97M-V with the def2-TZVPD basis set

CARTESIAN COORDINATES (ANGSTROEM)
1 H 4.689 -0.586 3.482
2 H -3.838 0.144 -2.671
3 C -3.078 -0.114 0.508
4 H -1.334 2.120 -3.159
5 H 5.902 -0.680 -0.639
6 N -0.570 1.801 -2.569
7 C 4.440 -0.564 2.430
8 H 2.626 -0.411 -1.745
9 N -0.760 -0.171 0.695
10 N -2.911 -0.011 -0.838
11 C -5.456 -0.040 0.273
12 N 0.464 -0.297 1.260
13 C 5.136 -0.618 0.120
14 O 1.073 -0.249 -0.985
15 H -6.135 0.133 -1.768
16 H -1.916 -0.359 2.416
17 C 5.445 -0.645 1.461
18 H -4.429 -0.216 2.157
19 O 3.587 -0.484 -1.621
20 C 3.806 -0.510 -0.291
21 H 0.235 1.675 -3.179
22 H -0.328 2.593 -1.976
23 H -6.447 -0.051 0.706
24 C 2.782 -0.429 0.667
25 Mg -0.826 0.092 -1.306
26 C 3.131 -0.458 2.030
27 C -4.335 -0.130 1.084
28 C -1.855 -0.222 1.341
29 H 2.341 -0.396 2.764
30 C -4.004 0.073 -1.602
31 C -5.291 0.064 -1.098
32 C 1.374 -0.321 0.288
33 H 6.481 -0.732 1.764

Atomic forces in eV per Å
H 0.01 0.00 0.00
H -0.01 0.00 0.00
C 0.24 -0.01 0.10
H 0.00 0.01 -0.02
H -0.01 0.00 -0.01
N -0.04 -0.05 -0.04
C -0.01 0.01 -0.05
H -0.09 -0.01 -0.03
N 0.32 -0.04 0.22
N -0.11 -0.07 0.25
C -0.03 0.00 0.03
N -0.39 0.02 -0.14
C -0.02 0.00 0.03
O -0.19 0.00 0.07
H 0.00 0.00 0.00
H 0.00 -0.01 0.00
C 0.00 -0.01 0.03
H 0.01 0.00 0.00
O 0.07 -0.01 0.09
C 0.14 0.03 -0.16
H 0.01 -0.01 -0.01
H 0.00 0.00 0.03
H 0.01 0.00 0.01
C -0.13 -0.02 0.12
Mg 0.14 0.19 -0.16
C 0.02 -0.02 0.04
C -0.09 0.00 0.00
C -0.29 0.01 -0.16
H -0.03 0.00 -0.02
C 0.04 0.01 -0.11
C 0.05 0.00 -0.02
C 0.37 -0.01 -0.10
H 0.00 0.00 0.00

## Properties
Charge: +1
Orbital gap: 0.243 Eh
Highest occupied orbital energy: -0.3940 hartree
2S+1: 1
Max |F|: 0.008 hartree/bohr

3.
Molecular formula: C5H11NOS
Method: DFT, ωB97M-V with the def2-TZVPD basis set

CARTESIAN COORDINATES (ANGSTROEM)
1 N 2.824 0.341 3.558
2 H 3.445 1.607 1.984
3 S 1.531 -0.657 1.039
4 C 3.290 -0.987 3.945
5 H -2.040 -0.636 0.355
6 O -0.429 0.960 1.430
7 C -1.082 -1.146 0.468
8 H 1.237 1.635 3.288
9 H 4.737 0.701 2.839
10 H 2.711 -1.765 3.431
11 C 1.570 0.664 3.652
12 H 3.184 -1.112 5.031
13 C -0.085 -0.155 1.002
14 H 0.875 -0.037 4.114
15 H -0.769 -1.565 -0.494
16 H 3.966 2.101 3.626
17 H 4.345 -1.066 3.673
18 H -1.202 -1.962 1.191
19 C 3.798 1.246 2.957

Atomic forces in eV per Å
N -0.76 0.60 1.17
H -0.09 -0.29 0.13
S 0.94 -0.58 -0.11
C 0.06 -0.27 0.37
H -0.08 -0.09 -0.04
O -0.40 -0.80 -0.23
C -0.66 0.13 -0.11
H -0.01 -0.30 0.08
H -0.22 0.26 -0.11
H 0.06 0.34 -0.10
C 1.15 -0.64 -1.03
H 0.08 0.01 -0.29
C -0.26 1.23 0.50
H 0.19 0.23 -0.24
H 0.04 0.04 0.28
H -0.03 -0.23 -0.18
H -0.31 -0.15 0.12
H 0.10 0.10 -0.21
C 0.20 0.40 0.01

## Properties
Orbital gap: 0.235 Eh
Highest occupied orbital energy: -0.2593 hartree
2S+1: 1
Max |F|: 0.033 hartree/bohr

4.
Molecular formula: C5H11NO2
Method: DFT, ωB97M-V with the def2-TZVPD basis set

CARTESIAN COORDINATES (ANGSTROEM)
1 H -0.476 1.667 -1.813
2 C 1.168 -0.554 -0.022
3 H -2.549 -1.457 -0.261
4 H 1.958 -0.243 -1.755
5 H 1.207 1.843 -1.315
6 C 1.571 -1.341 1.200
7 O 2.266 -0.494 -0.870
8 H -0.085 2.455 -0.278
9 C 0.197 1.636 -0.950
10 H 0.781 -1.408 1.949
11 H -1.938 1.477 1.005
12 H 1.826 -2.365 0.912
13 H -2.651 1.006 -0.400
14 C 0.119 0.313 -0.235
15 N -2.252 0.673 0.473
16 O -1.688 -1.226 -0.646
17 C -1.182 -0.233 0.214
18 H -0.723 -0.857 1.124
19 H 2.452 -0.890 1.669

Atomic forces in eV per Å
H 0.01 0.16 0.01
C 0.62 2.01 -0.54
H 0.22 -0.04 -0.20
H 0.08 0.02 0.39
H -0.09 0.03 0.12
C -0.72 -0.80 -0.36
O -0.17 0.13 0.16
H 0.00 -0.19 -0.02
C 0.13 -0.52 -0.79
H 0.13 0.11 -0.05
H -0.11 -0.05 0.02
H 0.08 0.09 0.11
H 0.17 -0.07 0.02
C 0.87 -1.16 -0.28
N -0.41 0.50 0.77
O -0.33 -0.09 -0.72
C 1.85 -1.66 2.49
H -2.23 1.43 -0.78
H -0.10 0.11 -0.34

## Properties
SMILES: C/C(O)=C(/C)[C@@H](N)O
Orbital gap: 0.323 Eh
Highest occupied orbital energy: -0.2951 hartree
2S+1: 1
Max |F|: 0.068 hartree/bohr

5.
Molecular formula: C3H7N2S
Method: DFT, ωB97M-V with the def2-TZVPD basis set

CARTESIAN COORDINATES (ANGSTROEM)
1 H -0.636 2.717 -0.567
2 H 1.610 0.275 1.827
3 H 1.219 -1.897 0.148
4 C -1.314 0.689 0.556
5 N -0.176 0.649 1.118
6 H 2.057 -0.559 -0.825
7 H -0.069 -0.698 -1.888
8 H -0.745 -1.684 -0.740
9 N -0.041 -1.018 -0.967
10 C 0.990 0.216 0.954
11 S -1.771 2.047 -0.250
12 H -2.266 0.158 0.870
13 C 1.141 -0.894 -0.234

Atomic forces in eV per Å
H 0.15 -0.57 0.44
H 1.03 0.41 -0.11
H 1.30 -0.01 1.23
C -1.33 0.11 0.37
N 1.67 -0.81 0.92
H -1.29 -0.81 0.56
H -0.14 0.51 -1.45
H 0.10 -0.64 0.13
N -0.61 1.15 0.24
C -1.72 -2.49 -0.15
S -1.70 2.06 -1.93
H 1.64 -0.13 -0.12
C 0.89 1.21 -0.11

## Properties
Charge: +1
Orbital gap: 0.348 Eh
Highest occupied orbital energy: -0.5148 hartree
2S+1: 1
Max |F|: 0.064 hartree/bohr